Record 1
A molecular structure, C19H29Cl7IrSi in a non-equilibrium geometry. Source: the Open Molecules 2025 dataset; level of theory: ωB97M-V/def2-TZVPD.

Computed properties:
**Max |F|**: 2.1 eV/Å
**Charge**: +1
**Relative energy (zero: lowest compared OMol25 entry of this formula, charge and spin)**: 0.0 kcal per mole
**E_LUMO (alpha / beta)**: -4.730 / -4.730 eV
**Gap between HOMO and LUMO (alpha / beta)**: 7.03 / 7.03 eV

Geometry as XYZ:
```
57
Properties=species:S:1:pos:R:3:forces:R:3:lowdin_charge:R:1
Ir -0.34861 -0.14882 1.16904 -1.424 1.453 -0.368 0.6063
Cl -2.76564 -1.45142 2.82474 0.288 -0.258 0.045 0.6012
C -1.36837 -2.39823 3.31262 -0.093 0.214 -0.034 -0.8284
Cl 0.11375 -2.10331 2.26157 0.608 -0.588 0.119 0.6177
H -1.57527 -3.45623 3.19692 0.049 0.017 -0.027 0.0462
H -1.07074 -2.13590 4.32153 -0.013 0.023 -0.027 0.0461
Cl -2.41745 1.00135 0.11457 0.412 -0.049 0.049 0.7684
C -1.98702 -0.32434 -0.96706 0.157 0.029 -0.026 -0.6630
C -0.75789 -0.86624 -0.63081 -0.065 -0.581 0.073 -0.3954
C -0.30083 -1.90743 -1.44125 -0.043 0.179 0.173 -0.6821
Cl 1.20032 -2.66171 -1.09352 0.092 -0.066 0.080 0.7396
C -1.06344 -2.35400 -2.52260 -0.106 0.056 -0.091 -0.6896
Cl -0.48955 -3.63164 -3.50828 -0.001 0.036 0.026 0.7323
C -2.30898 -1.77362 -2.80532 0.096 -0.082 -0.021 -0.6882
Cl -3.24157 -2.32666 -4.12685 0.008 0.026 0.040 0.7411
C -2.78982 -0.73501 -2.00774 -0.128 0.140 -0.105 -0.6995
Cl -4.29882 0.02130 -2.29977 0.077 -0.031 0.029 0.7439
C -0.22800 3.71537 0.62105 0.034 0.004 0.088 -0.1060
C 0.94315 2.90574 0.04717 -0.033 -0.095 0.124 -0.6025
C 2.12481 3.87936 -0.11352 0.086 -0.023 0.063 -0.0800
C 0.53296 2.43449 -1.35586 0.070 -0.075 -0.079 -0.0884
Si 1.50055 1.43171 1.17233 -0.115 -0.599 0.068 0.8009
C 3.17690 0.65902 0.67202 -0.015 0.058 0.082 -0.6151
C 4.33283 1.51858 1.21412 -0.039 0.096 0.038 -0.0751
C 3.31618 0.55727 -0.85143 -0.036 0.030 -0.052 -0.0921
C 3.35488 -0.75610 1.23723 -0.073 -0.056 0.012 -0.1110
C 1.27593 1.71042 3.07686 0.399 0.377 -0.103 -0.6226
C 1.84989 3.07973 3.49417 -0.124 0.000 -0.001 -0.0711
C -0.22142 1.65866 3.40154 0.012 -0.049 -0.154 -0.1090
C 1.96957 0.66920 3.95978 0.024 -0.099 -0.039 -0.1024
H -0.51540 4.47130 -0.11399 -0.016 0.023 0.003 0.0962
H 0.03265 4.24404 1.53579 0.018 0.011 0.029 0.0692
H -1.10986 3.11320 0.82247 -0.049 -0.005 -0.008 0.0150
H 1.78933 4.73338 -0.70794 -0.003 0.022 -0.007 0.0990
H 2.96744 3.43007 -0.63668 -0.016 0.025 -0.001 0.0656
H 2.48327 4.26563 0.84238 -0.009 0.022 0.014 0.0800
H 0.16600 3.29788 -1.91715 0.030 0.014 -0.035 0.0976
H -0.26773 1.69731 -1.34164 -0.001 0.015 -0.011 0.0304
H 1.36549 2.00778 -1.91307 -0.036 -0.002 0.012 0.0710
H 4.27267 2.56237 0.90644 0.021 0.001 -0.007 0.0688
H 5.27496 1.11923 0.82887 0.022 -0.011 0.017 0.0973
H 4.38833 1.49014 2.30307 0.006 0.007 0.013 0.0713
H 3.37256 1.53222 -1.33454 0.017 -0.033 0.004 0.0668
H 2.49684 -0.00401 -1.30290 -0.027 -0.025 -0.018 0.0586
H 4.24406 0.02717 -1.08250 0.011 -0.007 -0.018 0.0967
H 3.31591 -0.79553 2.32270 0.019 0.020 0.034 0.0585
H 4.33735 -1.12704 0.93247 0.010 -0.027 0.004 0.0977
H 2.61131 -1.44529 0.84132 -0.033 -0.026 -0.031 0.0027
H 1.32865 3.91548 3.03265 0.021 0.027 -0.047 0.0637
H 2.91052 3.16085 3.25051 -0.007 -0.007 -0.004 0.0811
H 1.75790 3.20446 4.57759 -0.022 -0.031 0.019 0.0966
H -0.79234 2.46627 2.95110 -0.031 0.015 -0.052 0.0731
H -0.37282 1.69836 4.48440 -0.047 -0.038 0.019 0.1057
H -0.71264 0.69947 3.09741 -0.007 -0.044 0.104 0.0075
H 3.05226 0.68989 3.85287 0.018 0.004 -0.007 0.0740
H 1.63049 -0.34887 3.76769 0.010 -0.043 -0.012 0.0390
H 1.74633 0.89785 5.00619 -0.007 0.002 0.008 0.0948
```
Positions in Å, forces in eV/Å.

Record 2
A molecular structure, C19H29ClF3N7RuS in a non-equilibrium geometry. Source: the Open Molecules 2025 dataset; level of theory: ωB97M-V/def2-TZVPD.

Computed properties:
**Max |F|**: 1.2 eV/Å
**Charge**: +1
**Relative energy (zero: lowest compared OMol25 entry of this formula, charge and spin)**: 5.2 kcal per mole
**Expectation value of S²**: 0.762
**2S+1**: 2
**E_LUMO (alpha / beta)**: -3.127 / -3.200 eV
**Gap between HOMO and LUMO (alpha / beta)**: 7.22 / 7.59 eV

Geometry as XYZ:
```
61
Properties=species:S:1:pos:R:3:forces:R:3:lowdin_spin:R:1
Ru -0.18858 0.57350 0.21377 0.438 -0.774 0.742 0.7856
F 4.16767 -0.82742 2.56548 0.015 0.028 0.008 -0.0006
C 4.07063 0.44594 2.98449 -0.025 0.027 -0.008 -0.0007
F 4.73613 0.54412 4.14197 0.010 -0.020 -0.052 0.0000
F 4.69894 1.21482 2.08373 0.012 -0.028 0.016 -0.0002
C 2.63043 0.85275 3.14547 -0.067 0.028 -0.065 0.0004
C 2.11977 1.21266 4.37540 -0.131 0.049 0.114 0.0115
C 0.77324 1.55688 4.49875 0.169 0.015 0.013 -0.0001
C -0.02261 1.50129 3.37719 0.059 0.027 -0.124 0.0101
N 0.47296 1.15185 2.18407 -0.420 -0.544 0.309 0.0054
C 1.76535 0.84632 2.04769 0.336 0.083 0.279 0.0190
S 2.09081 0.42880 0.39323 0.078 0.185 -0.647 0.0082
H 2.76968 1.22334 5.23988 -0.010 0.011 -0.001 0.0005
H 0.35695 1.85692 5.44903 0.011 -0.016 -0.003 -0.0003
H -1.07861 1.73607 3.41444 0.011 -0.045 -0.002 0.0005
C 1.01360 3.21837 -1.30300 -0.104 -0.012 -0.211 0.0238
N 0.92615 2.58030 -2.58951 -0.079 -0.083 0.036 0.0014
C 1.66408 3.16852 -3.68952 0.018 -0.002 0.017 0.0007
C 1.49771 2.14288 -4.79792 -0.008 -0.010 -0.015 0.0004
N 0.96776 0.97660 -4.10375 -0.010 -0.054 0.062 -0.0002
C 0.81773 -0.21766 -4.91822 0.041 0.008 0.018 -0.0001
C 0.56660 1.27723 -2.82438 0.130 0.014 -0.145 0.0012
N -0.05999 0.50556 -1.96907 -0.369 -0.049 -0.089 0.0006
C -0.55708 -0.79523 -2.42864 0.040 0.028 -0.015 -0.0006
C -1.62051 -1.28304 -1.47989 0.049 -0.051 0.114 0.0001
N -0.96755 -1.49787 -0.19044 0.087 -0.003 0.223 0.0511
C -1.54678 -2.19276 0.76084 0.066 -0.118 -0.106 0.0219
N -0.86496 -2.63306 1.85498 -0.080 0.231 0.030 0.0144
C 0.46815 -2.22525 2.22532 0.021 -0.159 -0.033 0.0004
C -1.77160 -3.09126 2.89148 0.020 -0.041 -0.042 0.0014
C -3.03609 -3.38174 2.09775 0.014 -0.029 -0.040 0.0013
N -2.85429 -2.58674 0.88342 -0.001 0.042 0.061 0.0122
C -3.82740 -2.81983 -0.17357 0.014 0.061 0.026 0.0007
H 2.03578 3.21276 -0.91435 -0.002 -0.005 0.008 0.0001
H 0.37968 2.63805 -0.65097 0.040 0.310 0.361 0.0128
H 0.64974 4.24626 -1.35694 -0.007 -0.021 -0.073 0.0005
H 2.71313 3.31908 -3.41673 0.009 -0.034 0.024 0.0000
H 1.23846 4.13726 -3.95176 0.037 0.030 0.006 0.0001
H 2.44807 1.88885 -5.26729 -0.012 0.008 -0.048 0.0000
H 0.81068 2.47734 -5.58022 -0.036 0.007 0.026 0.0000
H 1.58981 -0.17668 -5.68537 0.001 -0.004 -0.001 0.0000
H -0.15045 -0.26534 -5.42284 0.004 0.007 -0.005 0.0000
H 0.97833 -1.12441 -4.34965 0.018 -0.010 -0.010 0.0000
H 0.24689 -1.53759 -2.41930 -0.021 -0.034 -0.042 -0.0001
H -0.98655 -0.74969 -3.42709 -0.026 0.089 -0.012 -0.0002
H -2.05220 -2.19430 -1.89424 0.028 -0.068 0.044 0.0008
H -2.41250 -0.52682 -1.40807 -0.037 -0.025 -0.052 -0.0003
H 1.05885 -2.03585 1.33552 0.011 0.021 -0.044 0.0006
H 0.93355 -3.03604 2.78675 -0.004 0.009 -0.004 0.0000
H 0.45501 -1.33178 2.85500 -0.005 0.003 0.026 0.0002
H -1.92657 -2.31428 3.64885 -0.010 0.025 -0.022 0.0006
H -1.37253 -3.97708 3.38299 0.007 0.010 0.041 0.0003
H -3.93710 -3.06310 2.61900 -0.041 -0.042 -0.007 0.0006
H -3.13335 -4.44373 1.85246 0.051 -0.004 -0.019 0.0003
H -4.76501 -3.08912 0.30838 -0.005 0.006 0.000 0.0000
H -3.53508 -3.64384 -0.82934 -0.011 -0.013 0.009 0.0003
H -4.01085 -1.92905 -0.76294 0.017 0.031 -0.013 0.0001
Cl -2.51019 0.84438 1.29726 -0.352 0.019 -0.311 -0.0006
C -1.53690 2.03590 0.38786 0.127 0.650 -0.405 0.0061
H -1.30726 2.88663 1.02094 -0.121 0.048 0.035 0.0081
H -2.07977 2.28934 -0.51842 0.007 0.189 0.016 -0.0006
```
Positions in Å, forces in eV/Å.

Record 3
A molecular structure, C19H29CrN5O8S. Source: the Open Molecules 2025 dataset; level of theory: ωB97M-V/def2-TZVPD.

Computed properties:
**Max |F|**: 0.6 eV/Å
**Charge**: +1
**Relative energy (zero: lowest compared OMol25 entry of this formula, charge and spin)**: 5.9 kcal per mole
**Expectation value of S²**: 3.777
**2S+1**: 4
**E_LUMO (alpha / beta)**: -2.783 / -2.634 eV
**Gap between HOMO and LUMO (alpha / beta)**: 9.62 / 9.86 eV

Geometry as XYZ:
```
63
Properties=species:S:1:pos:R:3:forces:R:3:lowdin_spin:R:1
Cr -0.50097 -0.97440 0.18676 -0.015 -0.391 0.503 2.9171
O -0.82471 -2.63455 -1.14788 -0.017 0.270 0.002 0.0103
C -2.23056 -2.87976 -1.39796 -0.046 -0.051 -0.036 0.0007
C -3.12122 -2.40887 -0.23024 -0.016 0.053 -0.025 0.0006
N -2.43677 -1.49122 0.73565 0.021 0.022 -0.004 -0.0260
C -2.27942 -2.16437 2.05858 0.036 -0.017 -0.043 0.0026
C -1.02647 -3.02842 2.07299 -0.020 0.066 -0.026 0.0039
O -0.91449 -4.00601 2.76111 0.007 -0.005 0.023 0.0056
O -0.08410 -2.55053 1.27711 0.168 0.175 -0.058 0.0036
C -3.08054 -0.17130 0.94020 0.066 0.009 -0.001 0.0056
C -2.05591 0.73936 1.63477 0.106 -0.027 0.052 0.0068
O -2.37709 1.77545 2.14636 -0.014 0.028 0.018 0.0017
O -0.81532 0.25935 1.62031 0.149 -0.095 -0.142 0.0317
H -0.49723 -3.31923 -0.54161 0.009 0.018 0.005 0.0022
H -2.37165 -3.94535 -1.57146 0.041 -0.008 0.007 -0.0003
H -2.46241 -2.34037 -2.30599 0.009 -0.033 0.025 0.0000
H -3.46886 -3.27350 0.33272 -0.041 0.007 -0.013 -0.0004
H -3.99404 -1.90522 -0.64274 0.017 0.023 0.004 -0.0003
H -3.16751 -2.74027 2.31431 0.017 -0.021 -0.013 -0.0006
H -2.13014 -1.40523 2.82463 -0.034 0.001 0.020 0.0001
H -3.98176 -0.24903 1.55063 0.003 0.000 0.005 0.0001
H -3.34137 0.25855 -0.02629 -0.007 -0.022 -0.007 0.0003
N 1.76957 1.41769 2.00552 -0.170 0.089 0.045 0.0001
C 3.14555 1.29833 1.43198 0.071 -0.030 -0.028 0.0001
C 3.96674 0.34508 2.29619 0.031 -0.008 -0.028 0.0000
C 3.49874 -1.10642 2.16058 -0.031 -0.004 0.021 0.0001
N 2.13117 -1.23015 2.68679 -0.040 0.059 0.006 0.0015
C 3.58291 -1.53916 0.69930 0.000 -0.023 -0.009 0.0004
C 2.92707 -0.62606 -0.34199 0.027 -0.009 0.011 0.0026
N 1.50983 -1.01570 -0.64502 -0.114 -0.044 0.146 -0.0026
C 3.11578 0.86613 -0.03660 -0.087 -0.042 0.016 0.0002
H 1.76577 2.00571 2.83745 0.009 -0.014 -0.009 0.0000
H 1.46462 0.45988 2.29702 -0.036 -0.002 -0.078 0.0001
H 1.08701 1.82049 1.33011 -0.143 -0.068 -0.087 0.0000
H 3.58027 2.29700 1.46310 -0.014 0.011 0.015 0.0000
H 3.93379 0.66004 3.34298 -0.008 -0.004 -0.002 0.0000
H 5.01114 0.41225 1.98387 0.000 0.029 0.015 0.0000
H 4.19552 -1.74053 2.71748 -0.005 -0.006 -0.008 0.0000
H 2.14357 -1.31006 3.69822 0.011 0.007 -0.007 0.0001
H 1.64732 -2.05000 2.33243 0.006 -0.009 -0.028 0.0000
H 3.20887 -2.56096 0.58584 0.001 0.004 0.024 0.0001
H 4.64601 -1.58018 0.45114 -0.001 -0.028 -0.011 0.0001
H 3.45984 -0.81122 -1.27739 0.020 0.036 0.002 -0.0007
H 1.54016 -2.01916 -0.82683 0.059 0.013 -0.023 0.0015
H 1.26452 -0.61284 -1.55310 0.045 0.024 0.008 0.0023
H 2.38536 1.46072 -0.58783 -0.010 0.036 -0.010 0.0001
H 4.09367 1.14570 -0.43345 0.001 -0.015 -0.026 0.0000
O 0.14064 2.51266 0.01613 0.154 -0.060 0.141 0.0090
C -0.51460 2.01795 -0.88831 0.008 -0.117 0.122 0.0046
N -0.79202 0.67857 -1.03498 -0.229 0.078 -0.483 0.0060
S -1.42926 0.37640 -2.52872 -0.055 -0.010 -0.020 0.0036
O -0.44520 -0.35746 -3.28201 -0.060 0.051 -0.057 0.0012
O -2.73819 -0.21297 -2.39600 -0.003 0.043 0.047 0.0023
C -1.60083 2.05060 -3.01398 0.031 0.020 0.069 0.0007
C -2.21503 2.58065 -4.12995 0.078 -0.011 -0.038 -0.0001
C -2.28971 3.96648 -4.19989 0.006 -0.005 0.000 0.0011
C -1.77407 4.76876 -3.18370 -0.004 -0.005 0.002 0.0001
C -1.16293 4.21073 -2.06864 0.048 0.014 -0.033 0.0005
C -1.08673 2.83198 -1.99960 -0.009 -0.015 -0.010 -0.0004
H -2.61574 1.95137 -4.91243 -0.021 0.003 0.008 0.0000
H -2.76333 4.42827 -5.05546 0.002 0.009 0.002 0.0001
H -1.86001 5.84389 -3.26302 0.002 0.001 -0.009 0.0000
H -0.76526 4.82047 -1.26910 -0.009 0.001 0.004 0.0000
```
Positions in Å, forces in eV/Å.

Record 4
C19H29FN2O5S in the gas phase. Source: the Open Molecules 2025 dataset; level of theory: ωB97M-V/def2-TZVPD.

Computed properties:
**Max |F|**: 0.3 eV/Å
**Charge**: 0
**SMILES**: O=C(NC[C@H]1C[C@@H]2CC[C@H]1N2C(=O)[C@H]1CCS(=O)(=O)C1)[C@@H](F)C1CCOCC1
**Relative energy (zero: lowest compared OMol25 entry of this formula, charge and spin)**: 9.6 kcal per mole
**E_LUMO**: 0.283 eV
**Gap between HOMO and LUMO**: 9.95 eV

Geometry as XYZ:
```
57
Properties=species:S:1:pos:R:3:forces:R:3:lowdin_charge:R:1
O -1.80769 1.61347 -0.82684 -0.004 -0.013 0.004 0.0831
C -2.10101 0.49711 -0.44803 0.007 0.016 -0.184 -0.4240
N -1.23365 -0.52622 -0.25138 0.004 0.043 0.272 0.1016
C 0.22844 -0.50951 -0.26199 0.010 -0.043 -0.238 -0.1236
C 0.89047 0.83458 -0.52928 -0.010 0.028 0.106 -0.2288
C 0.68780 1.84900 0.63174 0.011 0.019 -0.008 -0.0650
C 2.11844 2.08806 1.13996 0.005 -0.025 -0.029 -0.2201
C 2.86876 2.94384 0.10681 -0.030 0.012 -0.009 -0.0974
C 3.06395 1.94933 -1.07138 -0.014 0.007 -0.026 -0.0938
C 2.42519 0.65993 -0.52763 -0.005 0.002 0.029 -0.2189
N 2.72901 0.77574 0.90091 0.011 -0.007 0.022 0.0295
C 3.31006 -0.01895 1.81580 -0.022 -0.010 0.024 -0.4312
O 3.39476 0.28698 2.99809 0.008 0.013 -0.011 0.0679
C 3.84037 -1.36601 1.34444 0.018 -0.003 -0.018 -0.2243
C 5.20213 -1.66648 2.03988 -0.019 -0.037 -0.019 -0.1615
C 4.94983 -2.59302 3.22151 -0.038 0.025 -0.021 -0.2158
S 3.75101 -3.73200 2.56333 0.026 -0.039 -0.002 0.6611
O 4.39656 -4.52244 1.54200 -0.030 0.034 0.049 -0.3098
O 2.97253 -4.37783 3.58495 0.030 0.033 -0.041 -0.3124
C 2.81270 -2.44828 1.74212 0.023 0.019 0.003 -0.1796
C -3.56562 0.13412 -0.16961 -0.004 -0.053 -0.007 -0.2341
F -3.89067 0.72344 1.05111 -0.004 0.029 0.055 0.0162
C -4.48399 0.64864 -1.25193 0.000 0.014 -0.002 -0.2798
C -4.14676 0.00916 -2.59923 0.013 0.020 -0.023 -0.1227
C -5.14865 0.45862 -3.65270 -0.002 -0.010 0.036 -0.2053
O -6.47695 0.15335 -3.27278 -0.021 0.003 -0.026 -0.1323
C -6.83688 0.81289 -2.07133 0.036 -0.021 0.005 -0.2053
C -5.94935 0.38491 -0.91356 -0.022 0.033 0.012 -0.1258
H -1.64214 -1.37192 0.10978 0.003 -0.001 0.008 0.1364
H 0.57419 -0.87518 0.70969 -0.005 -0.012 0.005 0.1187
H 0.56487 -1.22513 -1.01996 0.003 0.001 0.005 0.1280
H 0.55174 1.23428 -1.48166 -0.002 0.008 -0.007 0.1405
H 0.20226 2.76288 0.29863 0.005 -0.010 0.008 0.1164
H 0.06560 1.41303 1.41551 0.004 0.004 0.008 0.1270
H 2.21084 2.39958 2.17415 0.000 0.003 0.007 0.1509
H 2.29415 3.82545 -0.17463 0.009 -0.003 0.002 0.1134
H 3.82787 3.27340 0.50372 0.003 -0.002 0.009 0.1126
H 2.58033 2.27590 -1.99168 0.008 -0.001 0.007 0.1139
H 4.12106 1.79107 -1.28181 0.004 -0.002 -0.004 0.1114
H 2.77768 -0.25819 -0.99006 0.006 -0.006 0.003 0.1454
H 3.98482 -1.37710 0.26724 0.011 0.006 -0.003 0.1293
H 5.86358 -2.16167 1.33088 0.006 0.010 -0.005 0.1164
H 5.66601 -0.74018 2.37045 0.001 0.002 0.010 0.1217
H 5.82086 -3.15625 3.54884 -0.005 -0.013 0.001 0.1129
H 4.48525 -2.07034 4.05701 -0.006 -0.015 0.006 0.1130
H 2.08998 -2.07630 2.46787 0.000 -0.019 0.014 0.1133
H 2.30166 -2.90546 0.89725 -0.006 -0.009 0.006 0.1076
H -3.69651 -0.94618 -0.03740 0.007 -0.002 -0.019 0.1519
H -4.31065 1.72763 -1.32242 -0.009 -0.001 -0.012 0.1576
H -3.13854 0.28609 -2.91778 -0.001 -0.010 0.008 0.1231
H -4.18994 -1.08209 -2.51439 0.000 -0.005 -0.007 0.1311
H -5.05058 1.54136 -3.81701 0.001 0.003 -0.001 0.1293
H -4.97499 -0.04674 -4.60145 0.000 -0.003 -0.007 0.1246
H -6.76615 1.90086 -2.21436 -0.001 0.004 0.000 0.1278
H -7.87946 0.56172 -1.88326 -0.006 -0.001 0.000 0.1245
H -6.09778 -0.68441 -0.73027 -0.011 -0.005 0.001 0.1299
H -6.23676 0.92145 -0.00784 0.004 -0.012 0.000 0.1237
```
Positions in Å, forces in eV/Å.

Q: charge of number 4 (C19H29FN2O5S)?
A: 0